Below is a 2-piece molecular cluster, C3H4Cl4N2 overall in a non-equilibrium geometry, with properties calculated with wB97M-V/def2-TZVPD.

```
13
C3H4Cl4N2 (wB97M-V/def2-TZVPD)
Cl 2.37 1.11 0.74
Cl -0.06 2.40 1.64
Cl 3.27 4.28 1.23
Cl 0.62 2.33 -1.12
N 0.06 0.17 0.19
N -0.87 -1.97 -0.53
C -2.00 -2.80 -0.74
C -0.57 -0.87 -0.19
C 0.72 1.44 0.38
H 3.26 3.00 0.97
H -2.96 -2.28 -0.27
H -2.07 -2.84 -1.83
H -1.77 -3.95 -0.47
```

Orbital gap = 9.91 eV
Structure (SMILES) = CN=C=NC(Cl)(Cl)Cl.Cl
F_max = 0.119 Eh/bohr
Energy relative to the best compared isomer or geometry (same formula, charge and spin) = 0.0 kJ/mol
Total energy = -2066.90691 Eh

Atomic partial charges in e from the natural (NBO) method, atoms 1 to 8:
1. Cl 0.082
2. Cl 0.053
3. Cl -0.305
4. Cl 0.036
5. N -0.621
6. N -0.479
7. C -0.429
8. C 0.733